1.
# C3H8ClN2O

A structure of composition C3H8ClN2O in a non-equilibrium geometry (ωB97M-V/def2-TZVPD, the OMol25 dataset).

The geometry in ORCA input format:
```
! RIJCOSX wB97M-V def2-TZVPD def2/J DEFGRID3
* xyz 1 1
C 1.465 0.499 -0.090
C -1.820 -0.377 0.725
C -1.055 -0.824 -0.466
N 2.185 1.566 0.219
N 0.291 0.524 -0.624
O -0.430 -1.963 -0.329
Cl 2.228 -1.007 0.229
H -1.261 -0.574 1.636
H -2.103 0.668 0.666
H -2.736 -0.969 0.764
H -1.489 -0.595 -1.443
H 1.832 2.504 0.083
H 3.132 1.469 0.560
H -0.141 1.427 -0.778
H -0.098 -2.350 -1.152
*
```

Values from the calculation:
LUMO level: -3.243 eV
Relative energy (zero: lowest compared OMol25 entry of this formula, charge and spin): 0.00 kJ/mol
HOMO level: -14.99 eV
Orbital gap: 0.432 Ha
DFT total energy: -20784.000 eV

***

2.
# C3H5BrSi

A cluster of 2 separate species, C3H5BrSi in total in a non-equilibrium geometry (ωB97M-V/def2-TZVPD, the OMol25 dataset).

The geometry in ORCA input format:
```
! RIJCOSX wB97M-V def2-TZVPD def2/J DEFGRID3
* xyz 0 1
C -0.115 -0.992 2.717
C 0.359 -0.848 1.596
C 0.642 -0.685 0.188
Si 0.309 0.751 -0.906
Br 2.644 -1.193 0.075
H -0.158 -0.891 3.767
H -0.269 -2.069 -0.650
H -1.219 0.969 -0.577
H 0.396 0.465 -2.325
H 1.262 1.611 -0.344
*
```

Values from the calculation:
LUMO level: -0.813 eV
Relative energy (zero: lowest compared OMol25 entry of this formula, charge and spin): 502.09 kJ/mol
HOMO level: -9.47 eV
Orbital gap: 0.318 Ha
DFT total energy: -81106.139 eV

***

3.
# C8H7I2N3OSYb

A structure of composition C8H7I2N3OSYb in a non-equilibrium geometry (ωB97M-V/def2-TZVPD, the OMol25 dataset).

The geometry in ORCA input format:
```
! RIJCOSX wB97M-V def2-TZVPD def2/J DEFGRID3
* xyz 1 2
Yb -0.222 -0.034 1.039
N 3.574 1.585 -0.937
C 2.363 1.261 -0.468
S 2.368 -0.125 0.679
N 1.340 1.951 -0.851
N 0.095 1.592 -0.400
C -0.894 2.314 -0.824
C -2.275 2.035 -0.515
C -3.228 3.045 -0.735
C -4.564 2.837 -0.495
C -4.993 1.586 -0.054
C -4.088 0.564 0.144
C -2.722 0.763 -0.065
O -1.871 -0.259 0.115
H 4.392 1.096 -0.629
H 3.662 2.358 -1.576
H -0.655 3.168 -1.452
H -2.872 4.003 -1.096
H -5.281 3.629 -0.659
H -6.045 1.408 0.121
H -4.413 -0.421 0.454
I 0.641 -2.579 -0.128
I -1.072 -4.661 -0.447
*
```

Values from the calculation:
LUMO level (spin up / spin down): -4.931 / -4.925 eV
<S²>: 0.751
HOMO level (spin up / spin down): -11.57 / -11.57 eV
Orbital gap (spin up / spin down): 0.244 / 0.244 Ha
DFT total energy: -73488.835 eV

***

4.
# C5H12O2

A cluster of 2 separate species, C5H12O2 in total in a non-equilibrium geometry (ωB97M-V/def2-TZVPD, the OMol25 dataset).

The geometry in ORCA input format:
```
! RIJCOSX wB97M-V def2-TZVPD def2/J DEFGRID3
* xyz 0 1
C 1.348 2.158 -0.926
C 1.076 0.666 -1.202
C 0.432 -0.004 0.005
C 0.246 -1.308 0.146
C -0.460 -1.888 1.328
O 0.292 -2.960 1.945
H 2.190 2.572 -1.486
H 1.528 2.345 0.129
H 0.462 2.685 -1.292
H 2.009 0.118 -1.378
H 0.470 0.530 -2.097
H 0.096 0.669 0.768
H 0.580 -1.944 -0.670
H -1.397 -2.294 0.966
H -0.651 -1.153 2.093
H -0.096 -3.782 1.634
O -2.510 2.594 -0.945
H -2.251 3.168 -0.221
H -1.972 2.782 -1.718
*
```

Values from the calculation:
LUMO level: 0.826 eV
Relative energy (zero: lowest compared OMol25 entry of this formula, charge and spin): 165.07 kJ/mol
SMILES: CC/C=C/CO.O
HOMO level: -9.32 eV
Orbital gap: 0.373 Ha
DFT total energy: -9473.425 eV

***

5.
# C18H36BeFO18

A structure of composition C18H36BeFO18 in a non-equilibrium geometry (ωB97M-V/def2-TZVPD, the OMol25 dataset).

The geometry in ORCA input format:
```
! RIJCOSX wB97M-V def2-TZVPD def2/J DEFGRID3
* xyz 0 2
Be -0.129 1.416 2.021
F 0.261 0.145 -0.114
C 2.061 2.773 -1.125
O 2.162 4.046 -0.577
C 1.383 4.444 0.416
O 0.528 3.712 0.966
O 1.674 5.722 0.746
C 0.936 6.332 1.745
H 2.715 2.742 -1.997
H 1.063 2.520 -1.482
H 2.393 1.940 -0.506
H 1.166 7.393 1.648
H 1.249 6.023 2.742
H -0.130 6.121 1.653
C 0.435 -2.975 0.820
O 0.650 -3.303 2.187
C 0.406 -2.357 3.112
O 0.339 -1.103 2.916
O 0.339 -3.004 4.299
C 0.038 -2.274 5.498
H 1.180 -2.281 0.431
H -0.499 -2.441 0.640
H 0.434 -3.897 0.239
H 0.797 -1.519 5.703
H -0.237 -2.795 6.416
H -0.843 -1.684 5.245
C 1.705 -0.313 -2.882
O 1.884 -1.662 -2.550
C 1.331 -2.615 -3.252
O 0.847 -2.565 -4.344
O 1.588 -3.726 -2.648
C 1.022 -5.005 -3.046
H 0.683 -0.054 -3.157
H 2.412 -0.187 -3.702
H 1.995 0.265 -2.004
H 1.294 -5.810 -2.363
H 1.275 -5.281 -4.070
H -0.061 -4.877 -3.029
C -1.621 2.897 -2.012
O -2.896 3.038 -1.401
C -3.137 2.595 -0.194
O -2.330 2.064 0.541
O -4.530 2.818 -0.009
C -5.229 2.368 1.116
H -1.144 1.917 -2.039
H -0.883 3.606 -1.635
H -1.679 3.106 -3.080
H -4.940 1.392 1.507
H -6.306 2.495 1.005
H -5.017 3.102 1.893
C 4.220 3.102 2.637
O 4.597 1.847 2.062
C 3.593 0.929 1.875
O 2.409 1.092 2.067
O 4.123 -0.135 1.271
C 3.368 -1.280 0.988
H 3.438 3.566 2.035
H 5.080 3.756 2.497
H 3.941 3.053 3.689
H 2.588 -1.035 0.267
H 2.954 -1.718 1.896
H 3.927 -2.113 0.562
C -2.077 -1.009 -1.862
O -2.772 -2.093 -2.473
C -3.338 -3.075 -1.780
O -3.189 -3.359 -0.609
O -4.136 -3.733 -2.692
C -4.823 -4.943 -2.387
H -1.823 -0.320 -2.667
H -1.137 -1.447 -1.526
H -2.537 -0.385 -1.095
H -4.351 -5.624 -1.678
H -4.835 -5.471 -3.340
H -5.849 -4.870 -2.027
*
```

Values from the calculation:
LUMO level (spin up / spin down): 0.461 / -0.971 eV
<S²>: 0.751
HOMO level (spin up / spin down): -7.33 / -9.40 eV
Orbital gap (spin up / spin down): 0.286 / 0.310 Ha
DFT total energy: -59218.573 eV

***

6.
# C5H11O2

A cluster of 2 separate species, C5H11O2 in total in a non-equilibrium geometry (ωB97M-V/def2-TZVPD, the OMol25 dataset).

The geometry in ORCA input format:
```
! RIJCOSX wB97M-V def2-TZVPD def2/J DEFGRID3
* xyz -1 1
C 1.228 1.211 -0.075
C 2.555 2.010 0.061
C 0.323 1.778 1.119
O 0.423 1.055 2.154
O -0.366 2.799 0.960
H 0.567 1.299 -0.948
H 1.398 0.151 0.063
H 2.361 2.996 -0.365
H 3.390 1.538 -0.461
H 2.721 2.090 1.132
C -2.278 -2.112 0.234
C -1.612 -2.168 -1.115
H -2.400 -3.129 0.593
H -1.576 -1.623 0.936
H -2.998 -1.295 0.293
H -1.890 -2.837 -1.937
H -0.560 -2.536 -1.069
H -1.286 -1.227 -1.575
*
```

Values from the calculation:
LUMO level: 3.678 eV
Relative energy (zero: lowest compared OMol25 entry of this formula, charge and spin): 113.29 kJ/mol
HOMO level: -3.64 eV
Orbital gap: 0.269 Ha
DFT total energy: -9458.855 eV

***

7.
# C3H5N3

The molecule C3H5N3 in a non-equilibrium geometry (ωB97M-V/def2-TZVPD, the OMol25 dataset).

The geometry in ORCA input format:
```
! RIJCOSX wB97M-V def2-TZVPD def2/J DEFGRID3
* xyz 0 1
N -2.095 -0.433 0.054
C -0.665 -0.241 0.000
N -0.877 -1.482 -0.201
N 1.980 -0.711 -0.243
C 1.593 0.493 -0.013
C 0.195 0.806 0.128
H -2.669 -0.259 -0.760
H -2.564 -0.555 0.941
H 2.989 -0.763 -0.316
H 2.283 1.339 0.088
H -0.169 1.808 0.322
*
```

Values from the calculation:
LUMO level: 0.445 eV
Relative energy (zero: lowest compared OMol25 entry of this formula, charge and spin): 379.09 kJ/mol
HOMO level: -7.71 eV
Orbital gap: 0.300 Ha
DFT total energy: -7658.527 eV

***

8.
# C6H12N3O2

The ion C6H12N3O2 with charge +1 in a non-equilibrium geometry (ωB97M-V/def2-TZVPD, the OMol25 dataset).

The geometry in ORCA input format:
```
! RIJCOSX wB97M-V def2-TZVPD def2/J DEFGRID3
* xyz 1 1
C -2.600 0.006 1.073
N -2.252 0.547 0.016
C -1.260 0.461 -0.812
C 0.302 0.382 -0.507
C 0.932 -0.072 0.780
O 2.197 -0.371 0.405
O 0.165 -1.121 1.336
C 0.724 -1.563 2.588
C 1.023 0.851 -1.700
N -0.079 1.212 -2.665
N -1.324 0.681 -2.221
H -3.534 0.427 1.596
H -2.256 -0.964 1.607
H 1.025 0.707 1.697
H 2.680 -0.688 1.159
H 1.810 -2.129 2.427
H -0.021 -2.438 2.819
H 0.979 -0.838 3.317
H 1.655 1.720 -1.416
H 1.637 0.165 -2.318
H -0.155 2.250 -2.766
H 0.069 0.793 -3.586
H -1.719 -0.018 -2.829
*
```

Values from the calculation:
LUMO level (spin up / spin down): -3.866 / -3.865 eV
Relative energy (zero: lowest compared OMol25 entry of this formula, charge and spin): 648.12 kJ/mol
SMILES: C=NC1=C([C@H](O)OC)C[NH2+]N1
HOMO level (spin up / spin down): -11.55 / -11.55 eV
Orbital gap (spin up / spin down): 0.282 / 0.283 Ha
DFT total energy: -14969.710 eV